i:
Entry from the OMol25 dataset: a cluster of 2 separate species, C4H8O4 in total (ωB97M-V/def2-TZVPD).

The calculation puts the frontier orbital gap at 10.77 eV. Its SMILES is O=CCCC(=O)O.O. The calculation puts the HOMO energy at -10.14 eV. The calculation puts the molar mass at 120.1 g mol⁻¹. The value obtained for the LUMO energy is 0.63 eV.

Structure (ORCA input):
```
! wB97M-V def2-TZVPD RIJCOSX def2/J DEFGRID3
* xyz 0 1
O -0.697 -1.383 -0.288
C -1.090 -0.897 -1.339
C -0.315 -0.020 -2.199
C 1.008 0.729 -1.539
C 0.742 1.179 -0.143
O -0.341 1.355 0.286
O 1.789 1.673 0.581
H -1.936 -1.368 -1.858
H -0.005 -0.692 -3.084
H -0.667 0.731 -2.793
H 1.538 1.465 -2.145
H 1.703 -0.072 -1.527
H 1.596 2.068 1.442
O -0.864 -1.641 5.113
H -0.725 -1.262 4.313
H -1.737 -1.863 5.180
*
```

***

ii:
Entry from the OMol25 dataset: an isolated molecule of C4H8O4 (ωB97M-V/def2-TZVPD).

The calculation puts the frontier orbital gap at 10.31 eV. Its SMILES is COC(OC)C(=O)O. The calculation puts the HOMO energy at -9.51 eV. The calculation puts the molar mass at 120.1 g mol⁻¹. The value obtained for the LUMO energy is 0.80 eV.

Structure (ORCA input):
```
! wB97M-V def2-TZVPD RIJCOSX def2/J DEFGRID3
* xyz 0 1
C -2.419 0.455 0.166
O -1.311 0.030 -0.590
C -0.078 -0.429 0.031
O 0.921 -0.974 -0.561
C 0.747 -1.971 -1.676
C 0.542 0.774 0.697
O 0.237 1.907 0.568
O 1.575 0.512 1.428
H -2.865 -0.374 0.765
H -2.167 1.200 0.955
H -3.011 0.879 -0.617
H -0.333 -1.228 0.962
H 1.801 -1.869 -2.186
H 0.106 -1.800 -2.598
H 0.322 -2.838 -1.040
H 2.008 1.268 1.694
*
```

***

Verdict on stability: ii comes out at the bottom.

***

i:
Entry from the OMol25 dataset: the ion FH3O3P with charge +1 (ωB97M-V/def2-TZVPD).

The calculation puts the frontier orbital gap at 14.51 eV. The calculation puts the HOMO energy at -19.02 eV. The calculation puts the molar mass at 101.0 g mol⁻¹. The value obtained for the LUMO energy is -4.50 eV.

Structure (ORCA input):
```
! wB97M-V def2-TZVPD RIJCOSX def2/J DEFGRID3
* xyz 1 1
O 0.173 -1.371 -0.385
O 0.887 0.541 1.117
O -1.408 0.700 -0.092
F 0.716 0.749 -1.409
P 0.071 0.147 -0.116
H -0.134 -1.650 -1.353
H 1.425 -0.205 1.467
H -1.729 1.088 0.773
*
```

***

ii:
Entry from the OMol25 dataset: a cluster of 2 separate species, FH3O3P in total (ωB97M-V/def2-TZVPD).

The calculation puts the frontier orbital gap (alpha / beta) at 9.42 / 9.51 eV. The calculation puts the HOMO energy (alpha / beta) at -17.53 / -16.54 eV. The calculation puts the molar mass at 101.0 g mol⁻¹. The value obtained for the LUMO energy (alpha / beta) is -8.11 / -7.03 eV.

Structure (ORCA input):
```
! wB97M-V def2-TZVPD RIJCOSX def2/J DEFGRID3
* xyz 1 1
O 1.377 -0.966 0.785
O -0.457 0.601 1.072
O -1.121 -0.007 -1.994
F 1.632 1.222 -0.255
P 0.577 0.167 0.098
H 0.907 -1.201 1.626
H -1.317 1.016 0.850
H -1.599 -0.832 -2.181
*
```

***

Verdict on stability: ii comes out at the bottom.

***

i:
Entry from the OMol25 dataset: a structure of composition C4H4F2O (ωB97M-V/def2-TZVPD).

The calculation puts the frontier orbital gap at 9.81 eV. The calculation puts the HOMO energy at -9.35 eV. The calculation puts the molar mass at 106.1 g mol⁻¹. The value obtained for the LUMO energy is 0.45 eV.

Structure (ORCA input):
```
! wB97M-V def2-TZVPD RIJCOSX def2/J DEFGRID3
* xyz 0 1
C 1.865 -0.569 0.474
C -0.921 -0.419 -0.766
C -1.048 0.390 0.507
C 0.226 0.360 -0.194
O 2.822 -0.495 -0.192
F -1.843 1.519 0.403
F 0.705 1.464 -0.900
H 1.592 -0.946 1.493
H -0.899 -1.391 -0.726
H -1.252 0.082 -1.671
H -1.248 0.006 1.572
*
```

***

ii:
Entry from the OMol25 dataset: an isolated molecule of C4H4F2O (ωB97M-V/def2-TZVPD).

The calculation puts the frontier orbital gap at 8.45 eV. The calculation puts the HOMO energy at -8.46 eV. The calculation puts the molar mass at 106.1 g mol⁻¹. The value obtained for the LUMO energy is -0.02 eV.

Structure (ORCA input):
```
! wB97M-V def2-TZVPD RIJCOSX def2/J DEFGRID3
* xyz 0 1
C 1.204 -0.176 -0.016
C 0.664 -1.427 -0.040
C 0.129 0.993 -0.100
C -1.203 0.343 -0.060
O -0.630 -1.646 0.061
F -1.984 0.361 1.085
F -2.014 0.535 -1.070
H 2.261 0.165 0.223
H 1.155 -2.386 0.158
H 0.251 1.567 0.749
H 0.169 1.671 -0.990
*
```

***

Verdict on stability: i comes out at the bottom.

***

i:
Entry from the OMol25 dataset: a cluster of 7 separate species, C11H23Cl15O8P2 in total (ωB97M-V/def2-TZVPD).

The calculation puts the frontier orbital gap at 10.87 eV. Its SMILES is COP(=O)(OC)OC.COP(=O)(OC)OC.ClC(Cl)Cl.ClC(Cl)Cl.ClC(Cl)Cl.ClC(Cl)Cl.ClC(Cl)Cl. The calculation puts the HOMO energy at -10.74 eV. The calculation puts the molar mass at 877.0 g mol⁻¹. The value obtained for the LUMO energy is 0.14 eV.

Structure (ORCA input):
```
! wB97M-V def2-TZVPD RIJCOSX def2/J DEFGRID3
* xyz 0 1
C 2.497 -3.766 5.841
O 1.195 -3.609 6.308
P 0.485 -2.147 6.597
O 0.674 -1.101 5.539
O -1.029 -2.466 7.086
C -2.095 -2.329 6.161
O 1.204 -1.765 8.007
C 1.134 -2.723 9.005
H 3.105 -3.460 6.692
H 2.736 -3.106 5.007
H 2.735 -4.758 5.456
H -1.822 -1.750 5.278
H -2.742 -1.584 6.624
H -2.584 -3.270 5.906
H 1.949 -3.441 9.101
H 0.249 -3.360 9.000
H 1.081 -2.272 9.996
C 0.563 0.187 -6.830
O -0.343 -0.895 -6.593
P -1.063 -1.857 -7.709
O -1.896 -2.970 -7.198
O 0.253 -2.311 -8.592
C 0.878 -3.606 -8.257
O -1.823 -0.830 -8.752
C -3.065 -0.324 -8.315
H 0.762 0.454 -7.868
H 1.500 -0.163 -6.398
H 0.204 1.036 -6.249
H 0.880 -4.342 -9.061
H 0.498 -3.995 -7.313
H 1.870 -3.347 -7.887
H -3.063 0.765 -8.363
H -3.363 -0.705 -7.338
H -3.843 -0.554 -9.045
Cl -0.661 1.508 -1.246
C 0.819 1.987 -0.326
Cl 1.341 3.581 -0.914
Cl 2.168 0.743 -0.340
H 0.511 2.096 0.714
Cl 3.681 4.103 4.868
C 3.725 4.181 6.597
Cl 3.118 5.767 7.115
Cl 5.309 3.966 7.384
H 3.084 3.402 7.010
Cl -1.456 -4.038 -0.049
C -1.317 -4.498 -1.763
Cl -2.503 -5.792 -2.063
Cl 0.285 -5.087 -2.248
H -1.553 -3.631 -2.381
Cl 2.065 9.775 -5.622
C 1.991 8.050 -5.183
Cl 3.677 7.510 -5.073
Cl 1.099 7.050 -6.398
H 1.490 7.811 -4.246
Cl -5.410 3.809 2.112
C -4.898 4.513 3.642
Cl -3.281 4.084 4.108
Cl -6.041 3.878 4.930
H -4.960 5.597 3.543
*
```

***

ii:
Entry from the OMol25 dataset: a structure of composition C11H23Cl15O8P2 (ωB97M-V/def2-TZVPD).

The calculation puts the frontier orbital gap at 8.24 eV. The calculation puts the HOMO energy at -8.25 eV. The calculation puts the molar mass at 877.0 g mol⁻¹. The value obtained for the LUMO energy is -0.01 eV.

Structure (ORCA input):
```
! wB97M-V def2-TZVPD RIJCOSX def2/J DEFGRID3
* xyz 0 1
C -1.602 -1.620 -1.455
O -0.695 -1.811 -2.476
P -0.958 -1.148 -3.918
O 0.024 -1.352 -4.985
O -2.524 -1.599 -4.251
C -2.710 -2.886 -4.691
O -1.251 0.423 -3.650
C -0.288 1.484 -3.736
H -1.307 -0.609 -1.174
H -1.542 -2.351 -0.649
H -2.663 -1.455 -1.644
H -2.974 -3.618 -3.928
H -1.825 -3.320 -5.156
H -3.516 -2.931 -5.424
H -0.918 2.335 -3.997
H 0.353 1.250 -4.586
H 0.199 1.703 -2.786
C -0.851 0.227 2.691
O -0.685 0.782 1.392
P 0.637 0.287 0.584
O 1.967 0.711 1.194
O 0.296 0.916 -0.895
C 0.749 2.234 -1.107
O 0.472 -1.319 0.359
C 1.438 -2.030 -0.479
H -1.850 0.295 3.122
H -0.203 0.914 3.237
H -0.516 -0.795 2.866
H 1.748 2.084 -1.516
H 0.832 2.894 -0.244
H 0.139 2.723 -1.867
H 1.764 -2.907 0.080
H 2.244 -1.395 -0.848
H 0.996 -2.298 -1.438
C -2.488 0.748 5.267
Cl -1.388 1.998 4.870
Cl -2.608 -0.572 4.010
Cl -4.036 1.463 5.688
H -2.160 0.226 6.167
C -1.765 4.009 -0.511
Cl -0.973 5.663 -0.623
Cl -3.440 4.228 -0.285
Cl -0.998 2.879 0.648
H -1.738 3.508 -1.479
C 4.377 2.195 1.114
Cl 4.885 0.494 1.333
Cl 2.763 2.309 0.411
Cl 5.465 3.124 0.096
H 4.390 2.600 2.126
C 2.550 0.271 3.590
Cl 4.037 0.934 4.433
Cl 1.128 0.667 4.596
Cl 2.656 -1.396 3.270
H 2.414 0.845 2.674
C 0.425 -4.426 0.683
Cl -1.207 -3.743 0.952
Cl 0.394 -6.201 0.728
Cl 1.592 -3.711 1.848
H 0.742 -3.927 -0.233
*
```

***

Verdict on stability: ii comes out at the bottom.

***

i:
Entry from the OMol25 dataset: a cluster of 2 separate species, CH6S2 in total (ωB97M-V/def2-TZVPD).

The calculation puts the frontier orbital gap at 9.44 eV. Its SMILES is SS.C. The calculation puts the HOMO energy at -9.26 eV. The calculation puts the molar mass at 82.2 g mol⁻¹. The value obtained for the LUMO energy is 0.18 eV.

Structure (ORCA input):
```
! wB97M-V def2-TZVPD RIJCOSX def2/J DEFGRID3
* xyz 0 1
S 0.429 7.030 -1.145
S 0.737 6.862 0.945
H 1.336 6.103 -1.503
H -0.541 6.453 1.212
C -0.381 -5.223 0.050
H 0.637 -5.270 -0.317
H -0.382 -4.981 1.126
H -0.713 -6.268 0.174
H -1.122 -4.707 -0.543
*
```

***

ii:
Entry from the OMol25 dataset: a cluster of 2 separate species, CH6S2 in total (ωB97M-V/def2-TZVPD).

The calculation puts the frontier orbital gap at 8.49 eV. Its SMILES is SS.C. The calculation puts the HOMO energy at -8.46 eV. The calculation puts the molar mass at 82.2 g mol⁻¹. The value obtained for the LUMO energy is 0.03 eV.

Structure (ORCA input):
```
! wB97M-V def2-TZVPD RIJCOSX def2/J DEFGRID3
* xyz 0 1
S 1.801 -1.615 1.281
S 1.188 0.110 0.473
H 2.157 -2.347 -0.091
H 1.829 0.111 -0.706
C -5.178 2.637 -2.721
H -4.193 3.152 -2.400
H -5.425 1.813 -1.942
H -5.986 3.406 -2.872
H -5.135 2.125 -3.728
*
```

***

Verdict on stability: ii comes out at the bottom.